[1]
Computed, not measured: C42H33AsINO2PPt as an isolated structure, with ωB97M-V/def2-TZVPD.

Results
LUMO = -2.220 eV
Max |F| = 0.21 eV/A
DFT total energy = -131145.650 eV
HOMO energy = -10.889 eV
Charge = +1
Kohn-Sham gap = 8.669 eV

XYZ file:
```
82
Properties=species:S:1:pos:R:3:forces:R:3:mulliken_charge:R:1
Pt 1.08047 -1.41905 -0.02908 -0.114 0.086 -0.038 1.335
O 1.37114 1.32102 0.49533 0.107 0.089 0.022 -0.484
C 1.31305 0.25477 1.04154 -0.093 -0.145 -0.018 -0.389
C 1.35961 0.14933 2.54206 0.010 0.033 -0.007 0.029
C 1.56282 1.27635 3.33267 -0.005 0.000 0.007 -0.402
C 1.62711 1.13317 4.70727 -0.002 -0.001 -0.003 -0.553
C 1.49483 -0.12443 5.29349 0.002 0.001 -0.005 -0.772
C 1.29266 -1.24589 4.50646 -0.019 0.002 -0.002 -0.115
C 1.21491 -1.09948 3.12522 0.029 -0.032 0.026 0.074
P 1.04144 -2.43958 1.93161 0.099 -0.051 -0.027 0.602
C -0.42285 -3.39776 2.39056 -0.006 0.004 -0.052 0.757
C -0.60742 -4.65724 1.81910 -0.011 -0.010 -0.026 -0.514
C -1.74882 -5.38969 2.09773 -0.005 0.003 -0.022 -0.827
C -2.71619 -4.87036 2.94944 -0.010 -0.002 -0.007 -0.607
C -2.53836 -3.61958 3.51975 -0.009 0.010 -0.006 -0.741
C -1.39558 -2.88177 3.24060 -0.024 0.034 -0.052 -0.792
C 2.45788 -3.51551 2.28443 -0.021 -0.038 -0.007 0.685
C 2.37173 -4.62556 3.12128 0.019 0.028 0.023 -0.290
C 3.51584 -5.34081 3.44548 0.003 0.004 -0.001 -0.707
C 4.74823 -4.94637 2.94620 0.007 -0.008 0.001 -0.624
C 4.83869 -3.83821 2.11446 -0.005 0.011 -0.022 -0.614
C 3.69827 -3.12688 1.77948 -0.001 -0.036 -0.033 -0.473
H 1.67019 2.24224 2.85794 0.004 0.000 -0.002 0.536
H 1.78801 2.00113 5.33286 -0.002 0.000 0.001 0.423
H 1.55726 -0.22586 6.36892 -0.001 0.000 0.000 0.430
H 1.20247 -2.22497 4.96197 -0.004 0.001 0.000 0.498
H 0.14844 -5.07036 1.16049 0.000 0.000 -0.005 0.607
H -1.88279 -6.36806 1.65471 0.002 0.000 0.000 0.471
H -3.60629 -5.44490 3.17066 0.003 0.001 0.002 0.423
H -3.28844 -3.21431 4.18616 0.003 0.000 -0.003 0.441
H -1.27062 -1.90161 3.68189 0.007 0.006 0.008 0.415
H 1.41624 -4.93368 3.52533 0.002 -0.002 0.003 0.418
H 3.44329 -6.20402 4.09369 0.001 0.001 0.001 0.429
H 5.63958 -5.50174 3.20698 -0.002 -0.002 -0.004 0.398
H 5.79963 -3.52508 1.72747 0.011 -0.002 -0.001 0.492
H 3.76547 -2.26400 1.12590 -0.001 0.013 -0.007 0.342
I 0.49354 -3.62985 -1.80128 0.086 0.026 0.193 -0.035
C -1.56894 -3.75771 -1.33998 0.018 0.007 -0.052 0.523
C -2.27614 -4.85212 -1.80939 -0.019 -0.006 0.013 -0.554
C -3.62599 -4.89314 -1.49743 0.008 -0.018 0.007 -0.388
C -4.17832 -3.86606 -0.74696 -0.002 0.010 0.023 -0.480
C -3.35845 -2.82744 -0.33764 -0.013 -0.003 0.023 -0.498
N -2.05895 -2.77018 -0.63811 0.038 0.006 0.039 -0.135
H -1.79861 -5.63002 -2.38721 -0.003 0.001 -0.002 0.392
H -4.23554 -5.71997 -1.83759 -0.001 0.001 0.001 0.420
H -5.22675 -3.86600 -0.48408 0.002 -0.001 0.000 0.434
H -3.74654 -2.00431 0.24960 0.002 0.001 -0.001 0.425
O 1.10347 -0.31779 -1.81579 -0.092 -0.130 -0.056 -0.746
As 2.39466 -0.03857 -2.84302 0.012 0.100 0.087 1.770
C 4.09242 -0.47129 -2.07788 -0.006 -0.012 -0.003 0.071
C 4.40539 -1.80513 -1.82700 -0.010 -0.011 -0.007 0.044
C 5.63325 -2.13079 -1.27544 -0.007 0.018 0.045 -0.900
C 6.54109 -1.12420 -0.96795 0.018 -0.002 0.011 -0.523
C 6.22481 0.20449 -1.20926 -0.003 0.002 -0.009 -0.744
C 4.99846 0.53619 -1.77011 -0.014 -0.002 0.022 -0.421
C 2.35355 1.80903 -3.29242 0.008 -0.004 0.006 0.063
C 1.65219 2.66602 -2.45235 -0.027 0.022 -0.027 -0.506
C 1.62396 4.02081 -2.75483 -0.001 -0.004 -0.006 -0.643
C 2.28566 4.49991 -3.87650 0.004 0.004 0.001 -0.469
C 2.98066 3.63317 -4.71151 0.001 -0.003 0.000 -0.699
C 3.01650 2.27873 -4.42181 0.000 -0.002 -0.003 -0.260
C 2.18686 -1.09410 -4.42147 -0.017 -0.013 0.002 0.142
C 0.89876 -1.23153 -4.93262 0.005 -0.022 0.009 -0.452
C 0.69943 -1.97374 -6.08474 0.005 -0.001 -0.001 -0.709
C 1.78027 -2.57381 -6.72004 -0.004 0.000 -0.002 -0.440
C 3.06207 -2.43348 -6.20910 0.002 0.001 0.001 -0.763
C 3.27113 -1.69007 -5.05488 -0.007 0.026 -0.017 -0.154
H 3.70050 -2.59267 -2.07142 -0.009 0.004 -0.003 0.441
H 5.88116 -3.16639 -1.08426 0.006 -0.016 -0.011 0.517
H 7.50321 -1.37915 -0.54244 -0.009 0.004 0.004 0.429
H 6.93388 0.98470 -0.96724 -0.001 -0.002 0.001 0.439
H 4.75063 1.57274 -1.96353 0.000 -0.001 0.000 0.423
H 1.13893 2.27208 -1.58345 0.053 0.012 -0.031 0.343
H 1.08137 4.70168 -2.11276 -0.001 0.002 -0.002 0.429
H 2.25710 5.55681 -4.10698 0.001 0.001 0.000 0.393
H 3.48800 4.01208 -5.58845 0.000 0.000 -0.001 0.409
H 3.54704 1.59648 -5.07680 0.000 0.001 -0.001 0.398
H 0.06024 -0.77212 -4.42268 0.003 0.003 0.002 0.435
H -0.29796 -2.08498 -6.48873 0.000 0.000 -0.003 0.418
H 1.62110 -3.15281 -7.62017 0.000 -0.001 0.000 0.413
H 3.90062 -2.90114 -6.70748 -0.001 0.000 -0.001 0.428
H 4.27219 -1.58064 -4.65570 -0.001 -0.001 0.002 0.422
```
Forces are in eV/Å.

***

[2]
Computed, not measured: C42H33Cl4N5O3SSr as an isolated structure, with ωB97M-V/def2-TZVPD.

Results
LUMO = 3.989 eV
Max |F| = 0.29 eV/A
DFT total energy = -119446.985 eV
HOMO energy = -1.273 eV
Charge = -2
Kohn-Sham gap = 5.262 eV

XYZ file:
```
89
Properties=species:S:1:pos:R:3:forces:R:3:mulliken_charge:R:1
Sr -1.30767 0.81733 -0.69680 0.180 -0.159 -0.169 1.762
C 0.84763 2.88824 -2.64092 0.004 0.008 -0.042 -0.291
N 1.15718 1.48399 -2.38779 -0.038 -0.037 0.017 0.911
C 2.52188 1.34332 -1.87446 0.012 0.023 -0.003 -0.823
C 2.79272 -0.00640 -1.26178 0.017 -0.008 -0.003 0.081
C 3.47134 -0.99636 -1.95601 -0.003 0.009 0.011 -0.438
C 3.58980 -2.25623 -1.38337 -0.003 0.005 -0.001 -0.810
C 3.05527 -2.47096 -0.12704 0.010 -0.008 -0.003 -0.120
C 2.44402 -1.39949 0.51405 -0.003 0.003 0.002 -0.514
N 2.30613 -0.19511 -0.03437 -0.007 -0.009 0.008 0.021
C 0.93567 0.69265 -3.59646 0.017 -0.024 0.005 -1.331
C 0.72451 -0.77937 -3.33651 0.006 -0.012 -0.002 0.350
C 1.08187 -1.71437 -4.30039 -0.006 0.007 0.011 -1.107
C 0.88976 -3.05884 -4.03201 0.012 -0.004 -0.017 -0.524
C 0.36477 -3.42889 -2.80596 -0.009 -0.004 0.014 -0.715
C 0.01406 -2.42869 -1.90995 0.029 -0.005 -0.003 -0.372
N 0.17146 -1.13164 -2.17791 -0.052 0.006 -0.001 1.464
C 0.78295 3.67782 -1.35877 0.000 0.025 0.003 -0.188
C 1.63215 4.74192 -1.09246 -0.022 0.001 -0.019 -0.768
C 1.52182 5.40272 0.12293 0.012 0.016 0.007 -0.416
C 0.55898 4.99343 1.02632 -0.007 -0.005 0.000 -0.847
C -0.26073 3.93124 0.67069 0.008 0.019 -0.014 -0.739
N -0.14521 3.28467 -0.48384 0.031 -0.072 0.032 0.349
H -0.13568 2.91792 -3.11690 -0.002 0.002 -0.001 0.225
H 1.57903 3.35424 -3.32417 0.002 -0.008 0.000 0.338
H 2.66869 2.09271 -1.09558 -0.002 -0.007 0.013 0.568
H 3.25072 1.53987 -2.68162 -0.009 0.016 -0.003 0.160
H 3.85403 -0.79317 -2.94919 0.000 0.000 -0.001 0.355
H 4.07444 -3.06096 -1.92384 0.000 -0.001 0.001 0.398
H 3.07752 -3.43800 0.35998 0.000 -0.003 0.007 0.247
H 2.01969 -1.54261 1.49963 -0.002 -0.006 0.000 0.500
H 1.77450 0.81764 -4.30352 -0.001 -0.002 -0.001 0.375
H 0.01598 1.04843 -4.06564 0.004 0.010 0.000 0.276
H 1.51486 -1.38429 -5.23706 0.000 0.003 0.001 0.440
H 1.16504 -3.80841 -4.76522 -0.001 0.001 0.001 0.385
H 0.23112 -4.46622 -2.53008 0.001 0.002 0.005 0.494
H -0.39125 -2.65465 -0.92981 -0.003 0.004 0.003 -0.062
H 2.37791 5.03033 -1.82248 -0.002 -0.003 -0.002 0.424
H 2.18942 6.22177 0.36243 0.000 -0.001 -0.002 0.387
H 0.44754 5.45828 1.99580 -0.007 -0.004 0.002 0.424
H -1.03034 3.57623 1.34293 -0.008 -0.001 0.007 0.856
Cl -5.08186 2.50869 -6.75568 0.001 0.000 -0.006 -0.269
C -4.60735 2.35610 -5.08774 -0.025 0.007 0.019 0.121
C -5.41381 2.83831 -4.08039 0.014 0.003 -0.027 0.253
Cl -6.92878 3.60729 -4.46256 -0.001 0.002 0.000 -0.257
C -5.00686 2.70968 -2.73960 0.017 -0.002 0.005 0.200
Cl -6.00387 3.34256 -1.45865 -0.004 0.000 -0.001 -0.261
C -3.80573 2.09547 -2.36854 -0.003 0.069 0.042 0.189
O -3.39497 1.98090 -1.15359 -0.078 -0.068 0.031 -0.919
C -2.96430 1.56839 -3.43502 -0.023 0.041 -0.017 -0.873
O -1.85468 0.99375 -3.10664 -0.004 0.046 0.002 0.025
C -3.39063 1.73412 -4.75259 0.010 0.009 0.019 0.071
Cl -2.33107 1.13790 -6.00789 0.005 -0.001 0.001 -0.266
O -1.13065 -1.32911 0.61162 0.002 0.036 0.065 -0.708
S -0.51765 -0.92647 1.93629 -0.088 0.107 -0.020 1.333
C -1.66802 -1.57952 3.15718 -0.005 0.026 -0.018 0.074
C -1.30119 -1.51219 4.49196 0.021 -0.005 0.011 -0.374
C -2.18980 -1.93385 5.46952 -0.009 -0.005 -0.001 -0.656
C -3.44201 -2.41626 5.10877 0.000 0.001 0.001 -0.442
C -3.80092 -2.47244 3.76718 0.003 0.005 -0.002 -0.666
C -2.91379 -2.05202 2.78728 -0.010 -0.020 -0.008 -0.398
C 0.49101 -3.70617 2.05054 0.038 -0.033 0.026 -0.044
C 0.37816 -4.69557 1.05302 0.009 0.031 -0.010 -0.211
C 1.29803 -5.72515 0.85227 0.002 -0.003 0.001 -0.681
C 2.41642 -5.83142 1.67459 -0.005 0.007 0.001 -0.306
C 2.57784 -4.89330 2.69016 -0.004 0.001 -0.014 -0.738
C 1.63665 -3.87547 2.85248 0.014 0.000 -0.006 -0.018
H -0.31738 -1.14210 4.75983 -0.001 -0.001 -0.002 0.329
H -1.90412 -1.89058 6.51421 -0.001 0.000 0.001 0.366
H -4.13615 -2.74970 5.87155 0.000 0.000 0.000 0.369
H -4.77643 -2.85089 3.48425 0.000 0.000 -0.002 0.378
H -3.16007 -2.09725 1.73414 -0.001 0.002 -0.001 0.319
H -0.47909 -4.66536 0.37464 -0.003 -0.006 0.004 0.240
H 1.14774 -6.44866 0.05225 0.003 -0.002 0.001 0.302
H 3.14136 -6.62649 1.53005 0.000 -0.001 -0.002 0.334
H 3.44253 -4.95475 3.34902 0.001 -0.003 -0.001 0.290
H 1.83050 -3.15760 3.65734 -0.008 -0.004 0.004 0.118
N -0.93192 0.67706 1.99029 -0.065 0.001 0.062 -0.517
C -0.17560 1.46233 2.84679 0.068 -0.024 -0.027 -0.561
C -0.83390 2.42035 3.64052 0.000 -0.002 0.004 -0.099
C -0.13297 3.31365 4.43671 -0.011 0.001 -0.004 -0.579
C 1.25461 3.27348 4.49729 0.019 0.002 0.005 -0.480
C 1.92441 2.31837 3.73648 -0.004 0.020 0.006 -0.812
C 1.23397 1.43235 2.92815 -0.043 -0.015 -0.001 0.194
H -1.91694 2.44058 3.60016 -0.001 0.001 -0.001 0.428
H -0.67930 4.04254 5.02680 -0.004 -0.001 -0.001 0.347
H 1.80326 3.96751 5.12309 0.000 0.000 -0.001 0.365
H 3.00852 2.27673 3.75853 0.001 -0.003 -0.002 0.385
H 1.77328 0.73411 2.30110 0.014 0.003 0.004 0.385
```
Forces are in eV/Å.